Below is a 3-piece molecular cluster, C3H8N2O2 overall, with properties calculated with the ωB97M-V functional and the def2-TZVPD basis.

The geometry in XYZ format:
```
15
Properties=species:S:1:pos:R:3:forces:R:3:lowdin_charge:R:1
C -2.14013 0.98364 -0.05020 1.8 -2.8 2.3 -0.188
C -1.35225 0.67679 1.06038 -0.3 -1.1 -2.3 -0.077
N -0.72067 -0.54377 0.71244 -0.1 1.6 1.9 0.019
C -1.16560 -0.93073 -0.53425 -1.5 1.1 1.5 -0.199
N -2.12920 -0.02847 -0.93237 2.3 -2.1 -1.4 0.024
H -2.82364 1.74372 -0.05576 -1.5 1.8 -0.5 0.064
H -1.41632 1.18911 2.00449 0.8 -0.3 0.2 0.099
H -0.05356 -0.95323 1.40958 -0.7 0.2 -1.6 0.156
H -0.88733 -1.96920 -0.86235 -0.7 1.5 -0.2 0.130
O 2.31142 0.08748 1.18679 0.5 0.0 1.5 -0.082
H 2.18287 0.12819 0.24345 0.3 0.1 -0.9 -0.031
H 3.24585 0.27229 1.40907 -0.9 -0.2 -0.6 0.052
O 1.88932 -0.22378 -1.63097 0.4 -1.4 2.3 -0.026
H 1.09221 -0.77045 -1.59519 0.1 0.6 -0.7 0.029
H 1.96703 0.33844 -2.36510 -0.5 0.8 -1.6 0.029
```
Forces are in eV/Å.

Calculated values
Strongest force on any atom (eV/Å): 4.044
Energy above the lowest of the compared OMol25 structures with the same formula, charge and spin (eV): 1.734
Gap between HOMO and LUMO (eV): 9.46
Highest occupied orbital energy (eV): -8.7
Total energy (Ha): -379.077281
Total charge: 0